Entry 1:
Here is a single C4H3ClN2O2 molecule in a non-equilibrium geometry from the Open Molecules 2025 dataset. Energies are from ωB97M-V with the def2-TZVPD basis set.

Structure (XYZ):
```
12
Properties=species:S:1:pos:R:3:mulliken_charge:R:1
C 1.1227 0.6448 -1.5202 -0.3762
C 0.3825 -0.5663 -1.2502 -0.0576
C 1.2937 1.4884 -0.5190 0.1307
C -0.7152 0.1755 0.7760 -0.5133
N -0.4421 -0.6443 -0.2369 0.0242
N -1.3202 -0.3645 1.9287 0.9893
O -1.7751 -1.5032 1.7345 -0.6321
O -1.5219 0.3000 2.9349 -0.5593
Cl 1.2708 2.8916 0.2576 -0.0378
H 1.8307 0.5501 -2.2550 0.3792
H 0.7160 -1.4392 -1.7032 0.3742
H -0.8418 -1.5329 -0.1471 0.2786
```

* E_tot: -874.05260 a.u.
* largest force on an atom: 4.3 eV Å⁻¹
* frontier orbital gap (alpha / beta): 6.7 / 6.2 eV
* highest occupied orbital energy (alpha / beta): -7.9 / -7.8 eV

=====

Entry 2:
Here is 2 unconnected molecules or ions with the total composition C2HP in a non-equilibrium geometry from the Open Molecules 2025 dataset. Energies are from ωB97M-V with the def2-TZVPD basis set.

Structure (XYZ):
```
4
Properties=species:S:1:pos:R:3:mulliken_charge:R:1
C 0.0201 0.3609 0.4747 0.3767
C -0.0729 0.1145 -0.8646 -0.2701
P -0.1254 0.6679 1.9473 -0.3388
H 0.1782 -1.1433 -1.5573 0.2322
```

* E_tot: -417.93659 a.u.
* largest force on an atom: 6.9 eV Å⁻¹
* frontier orbital gap (alpha / beta): 6.6 / 6.6 eV
* highest occupied orbital energy (alpha / beta): -8.4 / -8.4 eV

=====

Entry 3:
Here is 3 unconnected molecules or ions with the total composition C5H8O from the Open Molecules 2025 dataset. Energies are from ωB97M-V with the def2-TZVPD basis set.

Structure (XYZ):
```
14
Properties=species:S:1:pos:R:3:mulliken_charge:R:1
C -2.0853 0.7161 -0.1348 -0.9418
C -1.0021 -0.1472 -0.7595 -0.2620
C 0.2366 0.3521 -1.0992 0.1448
C 1.4299 0.3031 -0.7493 -0.4317
C 2.0395 -0.4874 0.2303 -0.0220
O 2.6673 0.0211 1.3248 -0.4869
H -2.1992 1.6537 -0.6882 0.2949
H -3.0496 0.2012 -0.1477 0.2993
H -1.8474 0.9700 0.9029 0.2847
H -0.2571 -0.9701 0.3526 0.0021
H -1.3639 -0.9751 -1.3723 0.3773
H 2.5317 -1.4117 -0.0711 0.3503
H 0.6383 -1.0990 0.6745 0.0422
H 2.2613 0.8731 1.5370 0.3489
```

* E_tot: -270.35079 a.u.
* largest force on an atom: 0.5 eV Å⁻¹
* frontier orbital gap: 9.8 eV
* highest occupied orbital energy: -9.0 eV

=====

Entry 4:
Here is a single C4H4N4O molecule in a non-equilibrium geometry from the Open Molecules 2025 dataset. Energies are from ωB97M-V with the def2-TZVPD basis set.

Structure (XYZ):
```
13
Properties=species:S:1:pos:R:3:mulliken_charge:R:1
C 2.2521 0.0420 0.0085 0.0622
C 0.0235 -0.4472 0.0687 0.6967
C -1.6824 1.0873 -0.0519 0.0367
C -2.2350 -1.0551 0.0079 0.1539
H 3.9814 0.6265 -0.0514 0.2903
H 1.9210 1.1044 0.1741 0.2590
H -2.0028 2.1486 -0.1362 0.3702
H -2.8686 -1.9359 0.0167 0.4008
N 3.4929 -0.2675 -0.1013 -0.5742
N 1.2289 -0.8777 0.0084 -0.4769
N -0.4396 0.8690 0.1471 -0.3984
N -2.7479 0.1064 -0.1092 -0.4619
O -0.9235 -1.4010 0.0187 -0.3584
```

* E_tot: -449.04148 a.u.
* largest force on an atom: 2.3 eV Å⁻¹
* frontier orbital gap: 9.0 eV
* highest occupied orbital energy: -9.6 eV
* structure (SMILES): [H]/N=C/N=c1\ncnco1

=====

Entry 5:
Here is a single C15H16ClN3O4S molecule in a non-equilibrium geometry from the Open Molecules 2025 dataset. Energies are from ωB97M-V with the def2-TZVPD basis set.

Structure (XYZ):
```
40
Properties=species:S:1:pos:R:3:mulliken_charge:R:1
O -1.7549 1.7653 0.2877 -0.6469
O 4.6132 1.2961 0.6656 -0.7189
O 5.1841 2.9735 -0.9834 -0.6308
Cl 3.7336 5.6822 -0.4133 -0.1407
O -1.4955 -2.7216 -2.0233 -0.2982
C -0.6573 1.4626 0.7476 0.4162
C -1.5246 -3.6535 -3.0135 -0.5955
C -2.7589 -4.3419 -2.9390 -0.2621
C -3.4111 -3.9767 -1.7498 -0.7295
C -2.5505 -2.9938 -1.1938 0.0523
C 1.1153 4.8104 0.0089 -0.5806
C 0.1647 3.8161 0.2019 -0.5739
C 1.8238 2.1814 0.6128 -0.3200
C 2.4693 4.5109 0.0310 -0.0450
C 0.4641 2.4753 0.6398 0.5531
C 2.7511 3.1663 0.3890 0.1122
N -0.3761 0.1943 1.1798 -0.0761
N -1.2630 -1.0479 1.2326 -0.2664
N 5.2869 3.3814 1.3911 -0.5520
C -0.7467 -2.4625 1.2674 -0.7067
C -2.4130 -1.0333 0.2586 -1.3093
C -2.0271 -3.2998 1.0597 -0.9647
C -2.9288 -2.4553 0.1200 0.7334
S 4.4649 2.6577 0.2771 1.2910
H -0.8041 -3.7803 -3.7243 0.5607
H -3.1283 -4.9650 -3.7522 0.3673
H -4.3658 -4.4452 -1.4732 0.4046
H 0.9630 5.8594 -0.3775 0.2976
H -0.8952 3.9440 0.2569 0.4679
H 2.0516 1.1091 0.6580 0.4033
H 0.5156 0.0189 1.5757 0.2704
H 6.1515 3.4869 0.9977 0.2892
H 5.4150 2.7409 2.1822 0.3138
H -0.0879 -2.7589 2.1292 0.3779
H -0.2611 -2.5814 0.3047 0.4065
H -3.1562 -0.4839 0.8668 0.4052
H -2.3146 -0.4287 -0.6741 0.3474
H -2.5096 -3.3966 2.0261 0.3795
H -1.7406 -4.2813 0.6883 0.4329
H -3.9969 -2.4254 0.2610 0.5348
```

* E_tot: -1904.61247 a.u.
* largest force on an atom: 5.5 eV Å⁻¹
* frontier orbital gap: 7.9 eV
* highest occupied orbital energy: -8.2 eV
* structure (SMILES): NS(=O)(=O)c1cc(C(=O)NN2CC[C@H](c3ccco3)C2)ccc1Cl

=====

Entry 6:
Here is a single C14H17N3O2 molecule from the Open Molecules 2025 dataset. Energies are from ωB97M-V with the def2-TZVPD basis set.

Structure (XYZ):
```
36
Properties=species:S:1:pos:R:3:mulliken_charge:R:1
C 4.9358 0.2303 2.1127 -0.8177
H 4.0981 0.3202 2.8120 0.3328
O 4.6631 0.8765 0.8930 -0.4170
C 3.6175 0.4415 0.1408 0.5369
C 2.7690 -0.5980 0.4923 -0.2793
C 1.7180 -0.9696 -0.3485 0.0534
C 1.5424 -0.3101 -1.5620 -0.3865
C 2.3886 0.7333 -1.9013 -0.7154
C 3.4119 1.1196 -1.0634 -0.6564
H 4.0765 1.9282 -1.3193 0.4413
H 2.2498 1.2426 -2.8433 0.3933
H 0.7829 -0.6375 -2.2538 0.6330
N 0.9043 -2.0283 0.0495 -0.0967
C -0.4483 -2.2502 -0.1402 0.3958
O -0.9443 -3.3036 0.1994 -0.6974
N -1.1375 -1.2324 -0.7201 0.0864
H -0.6992 -0.3248 -0.7390 0.2643
C -2.5909 -1.2566 -0.7777 -1.4176
C -3.2048 -0.2204 0.0999 0.5599
C -3.8454 -0.3731 1.3048 -0.4819
C -4.2247 0.9064 1.7479 -0.8138
C -3.7980 1.7975 0.8021 -0.2466
N -3.1809 1.1155 -0.1990 0.1321
C -2.5744 1.7275 -1.3470 -0.9881
H -3.0663 2.6784 -1.5508 0.3519
H -2.6789 1.0861 -2.2222 0.3201
H -1.5089 1.9222 -1.1817 0.3329
H -3.8906 2.8655 0.7654 0.3767
H -4.7493 1.1408 2.6526 0.4211
H -4.0230 -1.3047 1.8038 0.4588
H -2.8987 -2.2492 -0.4426 0.4044
H -2.9022 -1.1258 -1.8225 0.3007
H 1.3288 -2.7203 0.6512 0.2411
H 2.9007 -1.1385 1.4170 0.4128
H 5.8050 0.7386 2.5269 0.2309
H 5.1740 -0.8276 1.9629 0.3336
```

* E_tot: -858.44352 a.u.
* largest force on an atom: 0.6 eV Å⁻¹
* frontier orbital gap: 8.8 eV
* highest occupied orbital energy: -8.2 eV
* structure (SMILES): COc1cccc(NC(=O)NCc2cccn2C)c1